This record from the OMol25 dataset describes the molecule C4H8O3. The level of theory is ωB97M-V/def2-TZVPD.

The geometry in XYZ format:
```
15
Properties=species:S:1:pos:R:3:forces:R:3
O -1.149342 0.967651 -1.406863 0.32 -0.08 0.38
C -0.358206 0.776561 -0.501473 -0.24 0.02 -0.24
C -0.672659 1.285723 0.888202 0.24 -0.10 -0.03
O -1.909321 1.929394 0.923771 -0.10 0.05 -0.08
C 0.911301 -0.016817 -0.711896 0.07 0.00 -0.02
C 0.653179 -1.501370 -0.457391 0.08 0.08 -0.40
O 0.438180 -1.661297 0.931202 0.03 -0.23 0.23
H -0.638859 0.420252 1.567626 -0.02 0.15 -0.09
H 0.142320 1.963666 1.193093 -0.12 -0.08 -0.05
H -2.248447 1.884899 0.012930 0.00 0.03 0.11
H 1.236942 0.125857 -1.745945 -0.07 -0.01 0.11
H 1.703256 0.312449 -0.029810 -0.12 -0.01 -0.10
H -0.222083 -1.825137 -1.039562 0.11 0.01 0.11
H 1.519740 -2.082778 -0.798229 -0.09 0.10 0.08
H 0.593999 -2.579051 1.174344 -0.09 0.05 -0.01
```
Positions in Å, forces in eV/Å.

Summary:
Max |F|   0.50 eV/Å
HOMO-LUMO gap   10.73 eV
Net charge   0
LUMO   0.022 Ha
HOMO level   -10.14 eV